Computed, not measured: a molecular structure, C57H58N4O6OsP2, with the ωB97M-V functional and the def2-TZVPD basis.

The multiplicity is 5. As for the net charge: +2. For the gap between HOMO and LUMO (spin up / spin down), the calculation gives 5.771 / 4.479 eV. The total energy comes out at -3650.45689 Eh. Its expectation value of S² is 6.081.

Atoms and positions in Å:
Os: 0.87 0.48 -0.07
C: -0.53 5.78 5.35
C: -1.65 5.40 4.62
C: -1.55 4.44 3.63
C: -0.33 3.82 3.37
C: 0.79 4.20 4.12
C: 0.69 5.17 5.09
C: -0.14 2.80 2.32
C: -0.31 3.16 0.97
C: -0.81 4.43 0.53
C: -0.73 4.44 -0.82
C: -0.18 3.18 -1.21
N: 0.04 2.40 -0.11
C: 0.13 2.85 -2.53
C: 0.63 1.59 -2.92
C: 0.83 1.21 -4.28
C: 1.52 0.03 -4.27
C: 1.80 -0.27 -2.90
C: 2.77 -1.19 -2.46
C: 3.63 -1.83 -3.48
C: 3.84 -3.21 -3.53
C: 4.72 -3.75 -4.45
C: 5.41 -2.94 -5.34
C: 5.20 -1.57 -5.31
C: 4.32 -1.01 -4.39
C: 3.09 -1.41 -1.10
N: 2.45 -0.87 -0.02
C: 3.07 -1.36 1.10
C: 2.71 -1.11 2.43
C: 3.53 -1.68 3.51
C: 3.85 -3.04 3.59
C: 4.69 -3.51 4.58
C: 5.23 -2.65 5.53
C: 4.92 -1.30 5.47
C: 4.09 -0.82 4.47
C: 1.66 -0.23 2.79
C: 1.22 0.02 4.12
C: 0.46 1.15 4.09
C: 0.39 1.57 2.73
N: 1.05 0.66 1.94
C: 4.18 -2.18 0.70
C: 4.18 -2.21 -0.66
N: 1.15 0.63 -2.09
C: 0.19 3.92 -3.56
C: 1.46 4.46 -3.78
C: 1.66 5.43 -4.74
C: 0.59 5.87 -5.51
C: -0.67 5.32 -5.31
C: -0.88 4.36 -4.33
H: -0.61 6.53 6.12
H: -2.61 5.86 4.83
H: -2.44 4.15 3.07
H: 1.75 3.74 3.91
H: 1.57 5.47 5.65
H: -1.17 5.21 1.18
H: -1.02 5.23 -1.50
H: 0.48 1.76 -5.13
H: 1.82 -0.56 -5.11
H: 3.29 -3.86 -2.86
H: 4.87 -4.82 -4.48
H: 6.11 -3.37 -6.04
H: 5.73 -0.92 -6.00
H: 4.21 0.06 -4.33
H: 3.40 -3.74 2.90
H: 4.92 -4.57 4.63
H: 5.89 -3.02 6.30
H: 5.33 -0.61 6.19
H: 3.91 0.25 4.39
H: 1.46 -0.59 4.98
H: -0.02 1.64 4.92
H: 4.88 -2.64 1.37
H: 4.89 -2.71 -1.29
H: 2.30 4.11 -3.18
H: 2.65 5.84 -4.90
H: 0.74 6.63 -6.26
H: -1.50 5.65 -5.93
H: -1.87 3.95 -4.18
C: -4.14 -1.44 -3.48
C: -2.74 -1.01 -3.08
C: -1.69 -1.46 -4.06
O: -2.41 -1.63 -1.80
P: -2.60 -0.90 -0.42
O: -1.66 0.20 -0.07
C: -2.55 -2.33 0.71
P: -0.80 -2.67 1.07
O: 0.06 -1.93 0.12
O: -0.54 -4.22 1.15
C: -0.56 -5.23 0.08
C: -1.81 -6.08 0.26
C: -0.45 -4.63 -1.31
O: -0.54 -2.17 2.54
C: -0.86 -2.78 3.82
C: 0.20 -3.80 4.20
C: -2.26 -3.38 3.86
O: -4.10 -0.41 -0.46
C: -4.65 0.39 0.62
C: -4.52 1.86 0.27
C: -6.09 -0.05 0.80
H: -4.37 -1.06 -4.48
H: -4.87 -1.08 -2.77
H: -4.19 -2.53 -3.52
H: -2.70 0.08 -2.95
H: -1.79 -2.53 -4.26
H: -0.70 -1.27 -3.66
H: -1.81 -0.92 -5.00
H: -3.05 -3.16 0.20
H: -3.09 -2.09 1.62
H: 0.32 -5.84 0.29
H: -2.70 -5.54 -0.06
H: -1.92 -6.37 1.30
H: -1.72 -6.99 -0.34
H: -1.33 -4.04 -1.55
H: -0.35 -5.44 -2.03
H: 0.42 -3.98 -1.38
H: -0.81 -1.94 4.51
H: 0.14 -4.66 3.53
H: 0.04 -4.14 5.22
H: 1.19 -3.36 4.12
H: -2.37 -4.14 3.10
H: -3.03 -2.61 3.74
H: -2.41 -3.84 4.84
H: -4.07 0.19 1.53
H: -5.12 2.09 -0.61
H: -3.48 2.11 0.08
H: -4.88 2.47 1.10
H: -6.64 0.09 -0.13
H: -6.57 0.55 1.58
H: -6.14 -1.10 1.08